Entry from OMol25: a structure of composition C44H101ClGaO18 in a non-equilibrium geometry (the ωB97M-V functional and the def2-TZVPD basis).

spin multiplicity	1
electronic energy	-149009.445	eV
charge	-1
largest force on an atom	0.06280	Eh/bohr
molar mass	1023.45	g/mol
highest occupied orbital energy	-4.64	eV
LUMO level	1.714	eV

CARTESIAN COORDINATES (ANGSTROEM)
C 4.8545 -2.7844 -2.4914
C 5.1457 -3.2340 -1.0005
C 5.6106 -2.1503 -0.0949
C 5.8608 -2.4648 1.3036
C 5.6684 -3.8577 1.8035
C 5.9482 -4.0617 3.3315
Ga 4.3628 -3.1264 4.3098
Cl 4.9131 -0.9631 4.9159
C 5.2320 -4.9101 0.8938
C 4.9483 -4.6077 -0.5356
H 4.3145 -1.7966 -2.4852
H 5.8560 -2.6270 -2.9765
H 4.2837 -3.5908 -3.0146
H 5.7791 -1.1004 -0.4268
H 6.1862 -1.6632 2.0070
H 6.8711 -3.4403 3.5376
H 6.0692 -5.1364 3.6176
H 3.8538 -3.9613 5.5741
H 3.1487 -2.9786 3.2542
H 5.1134 -5.9507 1.2907
H 4.5814 -5.4004 -1.2351
C 5.1802 -0.9047 -6.3947
O 4.0154 -1.5414 -5.8962
C 3.0073 -0.6099 -5.5205
C 1.8969 -0.5521 -6.5554
O 2.3507 0.0429 -7.7692
C 2.5813 -0.9207 -8.7862
H 5.8397 -1.6727 -6.7997
H 4.9407 -0.1946 -7.1911
H 5.7022 -0.3888 -5.5826
H 3.4342 0.3835 -5.3502
H 2.5863 -0.9626 -4.5737
H 1.0925 0.0839 -6.1720
H 1.4812 -1.5479 -6.7375
H 1.6275 -1.3359 -9.1296
H 3.2315 -1.7259 -8.4361
H 3.0663 -0.4214 -9.6265
C -0.7385 2.3840 -11.9537
O -0.4906 2.3536 -10.5586
C 0.8174 1.8783 -10.2476
C 1.7393 3.0191 -9.8559
O 2.0334 3.8543 -10.9740
C 1.3118 5.0752 -10.9389
H -1.6874 2.8956 -12.1190
H 0.0469 2.9237 -12.4898
H -0.8191 1.3637 -12.3430
H 1.2360 1.3061 -11.0821
H 0.7151 1.2027 -9.3937
H 2.6908 2.5994 -9.5148
H 1.3128 3.6006 -9.0324
H 1.6917 5.7086 -10.1315
H 0.2406 4.9057 -10.8046
H 1.4661 5.5907 -11.8882
C 3.4618 6.7831 -8.2920
O 2.3895 6.4215 -7.4354
C 2.8288 5.6989 -6.2889
C 2.8314 6.5783 -5.0503
O 3.8469 7.5738 -5.1261
C 3.3263 8.8561 -5.4367
H 3.0749 7.4561 -9.0581
H 4.2567 7.2973 -7.7458
H 3.8649 5.8903 -8.7820
H 3.8169 5.2593 -6.4567
H 2.1170 4.8809 -6.1371
H 3.0609 5.9569 -4.1789
H 1.8477 7.0312 -4.8916
H 2.7549 9.2445 -4.5870
H 2.6926 8.8277 -6.3268
H 4.1657 9.5258 -5.6272
C 3.2851 8.4777 -14.7877
O 4.6470 8.1698 -15.0369
C 5.5284 8.8330 -14.1366
C 6.0505 7.8810 -13.0737
O 5.0169 7.4938 -12.1759
C 4.5459 6.1765 -12.4247
H 2.6705 7.8238 -15.4072
H 3.0216 8.3141 -13.7395
H 3.0785 9.5167 -15.0642
H 5.0423 9.6998 -13.6779
H 6.3744 9.1952 -14.7298
H 6.8093 8.4004 -12.4793
H 6.5221 7.0059 -13.5318
H 5.3123 5.4470 -12.1438
H 4.2697 6.0396 -13.4733
H 3.6646 6.0092 -11.8075
C 5.9582 -2.9840 7.9512
O 6.2017 -3.0398 9.3553
C 7.4975 -3.5309 9.6640
C 8.4295 -2.4037 10.0771
O 8.7363 -1.5578 8.9753
C 8.0260 -0.3303 9.0189
H 5.0169 -2.4610 7.7889
H 6.7502 -2.4436 7.4276
H 5.8687 -3.9960 7.5461
H 7.9157 -4.0938 8.8234
H 7.3837 -4.2199 10.5087
H 9.3768 -2.8366 10.4176
H 8.0031 -1.8305 10.9070
H 8.4050 0.2932 9.8368
H 6.9528 -0.4918 9.1428
H 8.1930 0.1915 8.0764
C 2.5762 1.2731 3.8379
O 1.7215 0.8405 2.7847
C 0.9558 -0.3027 3.1463
C -0.4837 0.0740 3.4546
O -0.5741 0.8303 4.6609
C -0.7789 2.2103 4.4187
H 3.0136 2.2307 3.5484
H 2.0243 1.4102 4.7727
H 3.3824 0.5482 3.9875
H 1.4112 -0.8297 3.9898
H 0.9652 -0.9768 2.2842
H -1.0613 -0.8433 3.6121
H -0.9339 0.6158 2.6159
H -1.7881 2.3766 4.0240
H -0.0382 2.6095 3.7213
H -0.6848 2.7391 5.3683
C -2.7725 -5.7462 5.9285
O -3.5974 -4.9100 5.1337
C -4.6381 -4.2960 5.8870
C -4.3263 -2.8341 6.1695
O -3.2440 -2.7065 7.0841
C -2.0310 -2.3319 6.4425
H -1.9194 -6.0549 5.3242
H -2.4018 -5.2213 6.8126
H -3.3274 -6.6403 6.2332
H -4.8250 -4.8426 6.8169
H -5.5456 -4.3502 5.2764
H -5.1986 -2.3746 6.6447
H -4.1230 -2.2912 5.2406
H -2.0965 -1.2961 6.0936
H -1.8003 -2.9918 5.6025
H -1.2243 -2.4028 7.1723
C -10.2150 -4.7219 6.8704
O -9.9618 -4.7858 8.2658
C -8.6557 -5.2726 8.5602
C -7.7270 -4.1440 8.9742
O -7.4354 -3.2871 7.8762
C -8.1517 -2.0639 7.9421
H -11.1627 -4.2029 6.7214
H -9.4293 -4.1732 6.3446
H -10.3011 -5.7324 6.4583
H -8.2425 -5.8262 7.7113
H -8.7578 -5.9686 9.3992
H -6.7752 -4.5749 9.3017
H -8.1471 -3.5796 9.8128
H -7.7664 -1.4479 8.7613
H -9.2232 -2.2326 8.0777
H -7.9984 -1.5302 7.0034
C -12.6418 -3.4338 9.4228
O -13.4984 -3.8676 8.3747
C -14.2614 -5.0129 8.7350
C -15.7007 -4.6406 9.0490
O -15.7891 -3.8892 10.2552
C -15.9985 -2.5064 10.0178
H -12.2083 -2.4757 9.1336
H -13.1894 -3.2997 10.3600
H -11.8327 -4.1538 9.5647
H -13.8030 -5.5412 9.5767
H -14.2534 -5.6847 7.8703
H -16.2752 -5.5595 9.2052
H -16.1538 -4.0976 8.2134
H -17.0084 -2.3418 9.6273
H -15.2612 -2.1027 9.3194
H -15.9028 -1.9810 10.9685

Entry from OMol25: a structure of composition C44H103CdN7O14Tl in a non-equilibrium geometry (the ωB97M-V functional and the def2-TZVPD basis).

spin multiplicity	1
electronic energy	-95632.874	eV
charge	+1
largest force on an atom	0.09523	Eh/bohr
molar mass	1271.14	g/mol
highest occupied orbital energy	-9.21	eV
LUMO level	-6.624	eV

CARTESIAN COORDINATES (ANGSTROEM)
Cd 0.4883 4.5779 1.6901
Tl -0.0688 0.4126 -0.4318
C 1.9975 -2.8789 -3.8543
C 1.4048 -1.8465 -2.7524
O 0.1651 -1.8672 -2.3739
O 2.1416 -0.9335 -2.3621
H 1.6351 -3.9068 -3.8617
H 3.0873 -2.8596 -3.8381
H 1.5469 -2.3320 -4.6825
C -2.9400 -1.1376 3.3027
C -2.1041 -0.8682 2.0682
O -2.7222 -0.5168 1.0008
O -0.8587 -0.7224 2.1528
H -2.6948 -0.5370 4.1787
H -2.9391 -2.1783 3.6266
H -3.9916 -1.1217 3.0165
C 4.4987 5.1944 1.8773
C 3.0303 4.9806 1.6676
O 2.5329 3.8306 1.3772
O 2.2400 5.8580 2.0998
H 4.7325 6.0228 2.5460
H 5.0232 5.5546 0.9923
H 4.9063 4.2297 2.1792
O -0.3829 2.8715 1.2273
H -0.9714 3.5489 0.8408
C -3.7755 4.0497 -1.7414
C -3.0340 2.7551 -1.3410
C -3.5981 1.5622 -2.1568
O -2.6282 0.5198 -2.0555
C -3.1414 -0.7468 -2.4882
N -1.5632 2.9819 -1.6114
H -4.7534 3.8936 -1.2857
H -4.0020 4.1736 -2.8003
H -3.2657 4.9274 -1.3443
H -3.2904 2.5878 -0.2948
H -3.6498 2.0442 -3.1331
H -4.6026 1.3734 -1.7782
H -3.7525 -0.6395 -3.3843
H -3.8415 -1.0068 -1.6942
H -2.5564 -1.6659 -2.4530
H -1.3705 3.1975 -2.5791
H -1.1496 3.7520 -1.1054
C -7.0236 0.9153 2.2402
C -6.1707 1.8477 1.3939
C -6.3279 3.2785 1.8885
O -5.3470 4.2571 1.5472
C -5.6486 5.5363 2.1919
N -4.7034 1.4187 1.5429
H -8.0307 1.3105 2.1076
H -6.8615 0.9897 3.3155
H -6.9579 -0.1103 1.8768
H -6.4568 1.8103 0.3428
H -6.3069 3.2637 2.9782
H -7.2955 3.6410 1.5416
H -5.6581 5.6158 3.2790
H -6.5896 5.9122 1.7903
H -4.7268 6.0090 1.8528
H -4.2583 0.6125 1.1282
H -4.1692 2.1566 1.1067
C -1.7474 3.2415 4.2559
C -0.8462 4.4159 4.5518
C -0.5948 4.5429 6.0861
O 0.2298 5.6313 6.3764
C 0.2070 5.7861 7.7943
N 0.3944 4.1712 3.8297
H -2.8057 3.4187 4.4470
H -1.2962 2.3068 4.5888
H -1.8679 3.1592 3.1757
H -1.2334 5.3188 4.0796
H -0.0697 3.6299 6.3666
H -1.5946 4.4904 6.5171
H 0.9541 6.4159 8.2773
H 0.4880 4.8786 8.3287
H -0.6590 6.2205 8.2936
H 0.5060 3.1691 3.8885
H 1.0580 4.6032 4.4568
C 3.6153 3.7613 -2.3860
C 2.2293 3.0531 -2.1246
C 1.7265 2.5356 -3.4723
O 0.3789 2.0701 -3.3276
C -0.2647 1.5991 -4.6031
N 2.3532 2.0154 -1.1402
H 3.9271 4.4749 -1.6233
H 3.6686 4.4142 -3.2571
H 4.4032 3.0329 -2.5778
H 1.5656 3.8142 -1.7141
H 2.3432 1.6811 -3.7511
H 1.7425 3.2679 -4.2796
H -0.6415 2.4318 -5.1970
H -1.1305 0.9792 -4.3702
H 0.5190 1.0322 -5.1056
H 2.8922 2.5605 -0.4826
H 3.0345 1.5389 -1.7137
C 4.0302 -0.3514 2.6414
C 3.1462 -0.5018 1.3977
C 2.8590 -2.0170 1.2272
O 1.7258 -2.1830 0.3765
C 1.4506 -3.6260 0.1793
N 1.9270 0.2981 1.7108
H 4.5136 0.5955 2.8820
H 4.8287 -1.0848 2.5291
H 3.4817 -0.4764 3.5750
H 3.6576 -0.0990 0.5235
H 2.4989 -2.4749 2.1485
H 3.6696 -2.6413 0.8512
H 2.3991 -4.1631 0.1777
H 1.0023 -3.7241 -0.8094
H 0.7628 -3.9306 0.9681
H 2.2044 1.1503 2.1765
H 1.4169 -0.1631 2.4506
C 6.4382 -1.4493 -0.4581
C 7.0085 -0.1350 -1.2046
C 8.4578 -0.4340 -1.7644
C 8.5067 -0.9752 -3.2791
C 7.5516 -0.3073 -4.1817
C 6.1010 -0.1831 -3.6964
N 6.0681 0.3274 -2.3085
O 4.8660 0.6165 -1.7600
C 5.4258 0.8773 -4.6265
C 5.5336 -1.7170 -3.8643
C 7.0777 0.9384 -0.0960
H 6.7217 -2.4049 -0.8993
H 5.4012 -1.4168 -0.1241
H 6.8825 -1.5551 0.5316
H 8.8462 0.5841 -1.7878
H 9.0056 -1.0136 -1.0213
H 8.3179 -2.0325 -3.4649
H 9.4983 -0.7296 -3.6591
H 7.5408 -0.8256 -5.1405
H 7.9881 0.6908 -4.2185
H 4.4568 1.1819 -4.2308
H 5.8741 1.8695 -4.5758
H 5.1741 0.5278 -5.6278
H 4.6843 -1.6374 -4.5428
H 6.2353 -2.4327 -4.2927
H 5.1807 -2.1138 -2.9124
H 7.1886 1.9106 -0.5761
H 7.8298 0.7711 0.6751
H 6.1181 0.9881 0.4185
H 4.3150 -0.1542 -1.9149
C -4.0252 -4.4440 -1.3948
C -3.4883 -5.3432 -0.2461
C -4.1386 -4.9502 1.1115
C -5.6837 -5.3438 1.1058
C -5.7094 -6.9051 0.9805
C -5.0056 -7.4480 -0.2684
N -3.7457 -6.8097 -0.5083
O -3.0678 -7.3013 -1.5289
C -4.7964 -8.9753 0.0897
C -6.0911 -7.2253 -1.3965
C -1.9290 -5.2120 -0.1244
H -5.0606 -4.7182 -1.5972
H -3.4151 -4.7300 -2.2516
H -3.9414 -3.3597 -1.4672
H -3.6912 -5.4552 1.9676
H -4.0922 -3.8868 1.3459
H -6.1479 -4.9293 0.2110
H -6.1684 -4.8974 1.9741
H -6.7916 -7.0278 1.0261
H -5.3759 -7.2873 1.9453
H -4.0799 -9.3846 -0.6225
H -4.3311 -9.0550 1.0721
H -5.6474 -9.6477 0.1985
H -5.5845 -7.2534 -2.3612
H -6.7354 -8.0983 -1.4998
H -6.6592 -6.2951 -1.3856
H -1.4615 -5.3165 -1.1035
H -1.5305 -6.0106 0.5012
H -1.6013 -4.2499 0.2693
H -2.6068 -8.0755 -1.1977